[1]
Molecular formula: H3NO3S
Method: DFT, the ωB97M-V functional and the def2-TZVPD basis

HOMO energy (alpha / beta) = -0.31290 / -0.34951 hartree
frontier orbital gap (alpha / beta) = 7.76 / 8.83 eV
energy above the lowest of the compared OMol25 structures with the same formula, charge and spin = 568.4 kJ/mol
max |F| = 3.1 eV/Å

Geometry as XYZ:
```
8
Properties=species:S:1:pos:R:3:forces:R:3
N 1.312592 -0.493655 0.065938 -0.336 0.528 3.050
O -1.471035 -0.591101 -0.323821 0.152 0.085 1.878
O -2.179437 0.543323 -0.044109 -0.483 0.155 -0.196
O -0.106192 1.617210 -0.517193 0.146 -0.374 -0.193
S 0.309604 0.323008 -1.030001 1.264 0.438 -0.119
H 1.003547 -0.231620 1.066139 0.231 -0.583 -1.875
H 2.339391 -0.356781 0.164828 -0.891 0.188 -1.190
H -1.208470 -0.810383 0.618219 -0.083 -0.436 -1.354
```
Forces are in eV/Å.


[2]
Molecular formula: H3NOSSi
Method: DFT, the ωB97M-V functional and the def2-TZVPD basis

HOMO energy = -0.38080 hartree
frontier orbital gap = 10.45 eV
energy above the lowest of the compared OMol25 structures with the same formula, charge and spin = 100.7 kJ/mol
max |F| = 4.5 eV/Å

Geometry as XYZ:
```
7
Properties=species:S:1:pos:R:3:forces:R:3
N -0.837530 -1.114654 0.284703 2.334 1.694 -0.002
O -1.871422 1.197433 -0.316581 0.019 -1.460 0.353
Si 1.068772 -0.129897 0.022697 -4.146 -1.755 0.307
S -2.025057 -0.235157 0.029121 0.206 0.968 -0.253
H 0.920115 -0.382993 -1.376600 1.027 -0.389 -0.816
H 1.934653 -0.542218 1.076741 0.786 -0.948 0.158
H 0.810470 1.207489 0.279918 -0.226 1.891 0.252
```
Forces are in eV/Å.


[3]
Molecular formula: H3NOSSi
Method: DFT, the ωB97M-V functional and the def2-TZVPD basis

spin multiplicity = 3
HOMO energy (alpha / beta) = -0.29765 / -0.41269 hartree
frontier orbital gap (alpha / beta) = 8.70 / 7.52 eV
energy above the lowest of the compared OMol25 structures with the same formula, charge and spin = 47.5 kJ/mol
expectation value of S² = 2.018
max |F| = 10.8 eV/Å

Geometry as XYZ:
```
7
Properties=species:S:1:pos:R:3:forces:R:3
N -3.962463 -0.796590 0.650338 -3.592 -7.299 5.033
O -1.645303 0.100986 -0.568615 -3.821 0.732 -1.284
Si -0.254799 -0.285962 0.094145 2.403 -0.641 2.711
S -3.366709 0.237453 -0.091965 5.597 7.452 -5.490
H -0.380677 0.206899 1.619024 0.439 -0.694 -1.602
H 0.956591 0.385469 -0.589623 -1.091 -0.324 0.371
H -0.096156 -1.794049 -0.044668 0.065 0.774 0.261
```
Forces are in eV/Å.


[4]
Molecular formula: H3NP2
Method: DFT, the ωB97M-V functional and the def2-TZVPD basis

SMILES string = N#P.P
HOMO energy = -0.37135 hartree
frontier orbital gap = 10.09 eV
energy above the lowest of the compared OMol25 structures with the same formula, charge and spin = 32.7 kJ/mol
max |F| = 2.7 eV/Å

Geometry as XYZ:
```
6
Properties=species:S:1:pos:R:3:forces:R:3
N 1.313045 0.727101 2.896342 0.410 -0.680 -1.877
P 1.030200 1.209780 4.231901 -0.406 0.676 1.868
P -0.737940 -0.261134 -1.232766 0.581 -1.194 2.082
H 0.430709 -0.059862 -1.906849 1.193 0.565 -0.373
H -1.414975 -0.000302 -2.333981 -1.532 0.693 -2.075
H -0.621038 -1.615583 -1.654647 -0.247 -0.059 0.375
```
Forces are in eV/Å.


[5]
Molecular formula: H3NP2S
Method: DFT, the ωB97M-V functional and the def2-TZVPD basis

HOMO energy (alpha / beta) = -0.31115 / -0.31117 hartree
frontier orbital gap (alpha / beta) = 6.74 / 6.74 eV
energy above the lowest of the compared OMol25 structures with the same formula, charge and spin = 195.6 kJ/mol
max |F| = 4.0 eV/Å

Geometry as XYZ:
```
7
Properties=species:S:1:pos:R:3:forces:R:3
N 0.400020 -0.219636 -0.396646 -3.850 0.877 -0.130
P 1.560750 0.602044 0.348107 1.126 -0.336 0.067
P -1.913742 0.507653 -0.325902 3.251 -1.031 -0.578
S 3.173928 -0.460885 0.029608 -0.441 0.549 0.221
H 0.555093 -1.078660 -0.908289 -0.062 -0.079 -0.079
H -2.197407 -0.618578 0.457081 -0.098 -0.209 0.183
H -1.578639 1.268060 0.796044 0.074 0.229 0.316
```
Forces are in eV/Å.


[6]
Molecular formula: H3NP2S
Method: DFT, the ωB97M-V functional and the def2-TZVPD basis

SMILES string = PNP=S
HOMO energy = -0.32452 hartree
frontier orbital gap = 8.19 eV
energy above the lowest of the compared OMol25 structures with the same formula, charge and spin = 101.4 kJ/mol
max |F| = 3.7 eV/Å

Geometry as XYZ:
```
7
Properties=species:S:1:pos:R:3:forces:R:3
P -1.483093 -0.593076 -0.426363 3.386 -0.996 1.203
N 0.295193 0.061554 0.373811 -2.369 0.591 -1.570
P 1.598933 -0.973882 0.411669 0.560 1.244 -0.648
S 3.089622 0.161754 -0.164254 -0.504 -0.817 0.507
H -2.344811 -0.368210 0.628816 -0.218 0.160 0.856
H -1.668670 0.643348 -0.881652 -0.414 1.873 -0.957
H 0.512824 1.068511 0.057974 -0.441 -2.054 0.609
```
Forces are in eV/Å.


[7]
Molecular formula: H3NS2
Method: DFT, the ωB97M-V functional and the def2-TZVPD basis

HOMO energy (alpha / beta) = -0.29753 / -0.29744 hartree
frontier orbital gap (alpha / beta) = 5.19 / 5.18 eV
energy above the lowest of the compared OMol25 structures with the same formula, charge and spin = 386.3 kJ/mol
max |F| = 3.3 eV/Å

Geometry as XYZ:
```
6
Properties=species:S:1:pos:R:3:forces:R:3
N -1.956267 -0.245018 0.392284 -0.238 -0.720 1.119
S 2.682828 -0.124075 0.164418 -1.183 1.382 2.716
S -0.586825 -0.297840 -0.290079 0.891 1.411 -0.787
H -2.492413 0.617247 0.495800 0.678 0.142 -0.539
H 2.567133 -0.727876 -0.925737 -0.245 -1.458 -2.669
H -0.255441 -1.554378 -0.037471 0.097 -0.757 0.160
```
Forces are in eV/Å.


[8]
Molecular formula: H3O2P
Method: DFT, the ωB97M-V functional and the def2-TZVPD basis

HOMO energy (alpha / beta) = -0.34842 / -0.34186 hartree
frontier orbital gap (alpha / beta) = 8.19 / 7.99 eV
energy above the lowest of the compared OMol25 structures with the same formula, charge and spin = 315.4 kJ/mol
max |F| = 3.1 eV/Å

Geometry as XYZ:
```
6
Properties=species:S:1:pos:R:3:forces:R:3
O -1.289286 -0.508973 0.830121 3.080 0.110 -0.363
O 1.773145 0.520452 0.666443 0.130 0.149 0.332
P 1.198994 -0.795822 -0.005467 -2.946 0.029 0.765
H -1.816923 -0.986676 0.193297 -0.138 -0.347 -0.480
H 1.319257 1.355721 0.504384 -0.100 0.039 -0.103
H 0.637317 -0.242715 -1.179777 -0.026 0.020 -0.151
```
Forces are in eV/Å.


[9]
Molecular formula: H3O2SSi
Method: DFT, the ωB97M-V functional and the def2-TZVPD basis

HOMO energy = -0.13247 hartree
frontier orbital gap = 7.27 eV
net charge = -1
energy above the lowest of the compared OMol25 structures with the same formula, charge and spin = 18.2 kJ/mol
max |F| = 2.0 eV/Å

Geometry as XYZ:
```
7
Properties=species:S:1:pos:R:3:forces:R:3
O -1.817769 -1.164557 0.082392 0.605 1.053 0.203
O 2.384493 -0.534962 -0.718186 0.504 -0.207 -0.919
Si -0.778452 -0.033893 -0.242517 0.476 -1.517 -1.022
S 1.640268 -0.199845 0.536999 -0.551 -0.490 1.807
H 1.829659 -1.360191 1.434745 -0.795 1.240 -1.039
H -0.054739 -0.164008 -1.619779 -0.564 0.400 0.789
H -1.134870 1.434599 -0.002404 0.325 -0.479 0.181
```
Forces are in eV/Å.


[10]
Molecular formula: H3O4PSi
Method: DFT, the ωB97M-V functional and the def2-TZVPD basis

HOMO energy = -0.01655 hartree
frontier orbital gap = 7.55 eV
net charge = -2
energy above the lowest of the compared OMol25 structures with the same formula, charge and spin = 175.1 kJ/mol
max |F| = 3.4 eV/Å

Geometry as XYZ:
```
9
Properties=species:S:1:pos:R:3:forces:R:3
O -1.087063 -3.058788 1.307730 0.223 1.368 -0.359
O 1.126655 -2.832022 0.158390 1.639 -0.408 -1.428
O -1.226987 -0.738088 -0.931827 -1.260 -2.379 1.711
O 1.609239 0.745594 1.170024 1.727 2.225 -1.908
Si 0.602923 -0.188229 1.779787 -0.154 -2.353 2.310
P -0.027824 -2.143070 0.728408 -2.379 -0.138 0.667
H -0.504058 -0.240258 -1.212707 2.055 1.342 -0.716
H -0.657379 0.200518 2.329013 -1.340 0.659 0.236
H 1.283709 -0.703831 3.124587 -0.511 -0.317 -0.513
```
Forces are in eV/Å.